Record 1
Entry from OMol25: 6 unconnected molecules or ions with the total composition C22H39Cl2N5 (ωB97M-V/def2-TZVPD).

HOMO energy: -10.573 eV
relative energy (zero: lowest compared OMol25 entry of this formula, charge and spin): 0.159 eV
F_max: 3.199 eV Å⁻¹
molar mass: 444.5 g mol⁻¹
calculated total energy: -2055.7787 Ha
SMILES string: CCCC#N.CCCC#N.CCCC#N.CCCC#N.CCCC#N.ClCCCl
frontier orbital gap: 11.209 eV
LUMO energy: 0.64 eV

Last column: natural (NBO) charge in e.
Element x y z (Å)
Cl 16.741 11.974 10.715  -0.10
C 15.520 12.975 9.796  -0.38
C 15.365 14.273 10.519  -0.39
Cl 14.162 14.210 11.865  -0.07
H 14.611 12.343 9.805  0.23
H 15.760 13.087 8.773  0.25
H 14.982 15.059 9.834  0.23
H 16.312 14.634 10.991  0.24
C 10.408 8.516 7.505  -0.62
C 9.158 8.838 8.247  -0.40
C 8.486 7.655 8.923  -0.51
C 9.393 6.619 9.528  0.30
N 10.093 5.839 10.014  -0.36
H 11.262 8.221 8.128  0.21
H 10.795 9.378 6.987  0.23
H 10.256 7.784 6.676  0.21
H 8.389 9.280 7.587  0.21
H 9.318 9.676 8.960  0.23
H 7.794 7.157 8.192  0.24
H 7.825 8.021 9.759  0.26
C 13.688 10.502 12.163  -0.63
C 13.298 9.145 11.530  -0.40
C 13.401 9.162 10.025  -0.51
C 12.528 10.254 9.509  0.34
N 11.956 11.158 9.087  -0.40
H 13.867 10.416 13.233  0.22
H 12.806 11.186 11.965  0.21
H 14.514 11.068 11.739  0.23
H 12.315 8.832 11.882  0.22
H 13.988 8.418 11.929  0.21
H 13.133 8.206 9.546  0.26
H 14.419 9.406 9.765  0.25
C 9.855 15.853 11.060  -0.62
C 9.198 14.505 11.041  -0.37
C 10.228 13.358 11.447  -0.52
C 10.880 13.578 12.749  0.31
N 11.466 13.593 13.755  -0.36
H 9.350 16.532 10.363  0.21
H 10.908 15.754 10.819  0.21
H 9.810 16.390 12.008  0.22
H 8.963 14.247 9.996  0.20
H 8.314 14.400 11.628  0.21
H 10.985 13.353 10.680  0.25
H 9.817 12.346 11.402  0.27
C 10.928 14.307 5.658  -0.62
C 10.876 14.022 7.195  -0.39
C 12.062 14.692 7.940  -0.52
C 13.372 14.383 7.384  0.31
N 14.437 14.284 7.027  -0.36
H 10.714 15.384 5.408  0.21
H 10.103 13.786 5.140  0.22
H 11.886 13.977 5.282  0.22
H 10.878 12.969 7.399  0.23
H 9.923 14.435 7.626  0.20
H 12.018 14.434 9.056  0.26
H 12.037 15.788 7.855  0.25
C 11.120 10.912 15.422  -0.61
C 11.590 9.465 15.060  -0.38
C 10.491 8.726 14.313  -0.51
C 10.164 9.300 12.990  0.32
N 9.903 9.687 11.963  -0.38
H 10.159 10.922 15.902  0.20
H 11.034 11.492 14.542  0.23
H 11.763 11.404 16.102  0.22
H 11.685 8.904 15.961  0.21
H 12.455 9.508 14.427  0.21
H 9.550 8.678 14.920  0.25
H 10.838 7.663 14.131  0.25

Record 2
Entry from OMol25: 2 unconnected molecules or ions with the total composition C22H39N7O2 (ωB97M-V/def2-TZVPD).

HOMO energy: -8.147 eV
F_max: 4.956 eV Å⁻¹
molar mass: 433.6 g mol⁻¹
calculated total energy: -1395.4752 Ha
SMILES string: CNC(=O)[C@H](Cc1c[nH]c2ccccc12)NC(C)=O.NCCCCCCCNC(N)N
frontier orbital gap: 8.752 eV
LUMO energy: 0.61 eV

Last column: natural (NBO) charge in e.
Element x y z (Å)
O 4.589 -2.685 -2.411  -0.64
O 4.516 -1.490 3.276  -0.63
C 4.439 -1.927 -1.467  0.68
C 4.663 -2.137 2.248  0.66
C 0.986 -1.585 -0.899  -0.01
C 1.547 -1.028 0.198  -0.11
C 1.127 2.812 0.552  -0.25
C 0.400 3.014 -0.635  -0.21
C 1.559 1.522 0.917  -0.19
C 0.101 1.923 -1.468  -0.28
C 1.266 0.403 0.108  -0.12
C 0.529 0.642 -1.092  0.20
N 0.383 -0.604 -1.661  -0.55
N 5.525 -3.164 2.296  -0.61
N -5.623 0.691 -4.649  -0.86
N -4.794 -1.252 -5.089  -0.84
N -0.290 2.355 5.449  -0.85
N -4.264 -0.347 -3.239  -0.65
N 4.159 -2.423 -0.263  -0.62
C 4.599 -0.433 -1.668  -0.72
C 5.994 -4.083 1.258  -0.41
C -5.412 -0.553 -4.044  0.23
C -1.209 2.765 4.384  -0.20
C -4.464 0.463 -2.027  -0.21
C -1.361 1.618 3.390  -0.40
C -3.301 0.246 -1.060  -0.40
C -2.291 2.016 2.240  -0.39
C -3.353 1.267 0.083  -0.39
C -2.389 0.886 1.211  -0.39
C 2.359 -1.747 1.233  -0.41
C 3.876 -1.698 0.987  -0.13
H 1.038 -2.637 -1.153  0.22
H 1.352 3.654 1.193  0.22
H 0.072 4.009 -0.905  0.22
H 2.109 1.379 1.836  0.22
H -0.459 2.065 -2.380  0.22
H -0.093 -0.788 -2.533  0.41
H 5.931 -3.282 3.213  0.41
H -5.852 0.568 -5.626  0.35
H -4.766 1.226 -4.541  0.37
H -3.938 -0.763 -5.326  0.37
H -5.417 -1.311 -5.887  0.34
H -0.152 3.105 6.126  0.36
H -0.617 1.506 5.908  0.35
H -3.890 -1.261 -3.001  0.37
H 4.070 -3.425 -0.239  0.40
H 4.824 -0.241 -2.716  0.25
H 3.673 0.073 -1.405  0.24
H 5.417 -0.070 -1.050  0.22
H 6.749 -4.751 1.678  0.22
H 5.169 -4.690 0.884  0.18
H 6.451 -3.527 0.437  0.21
H -6.283 -1.035 -3.574  0.17
H -0.812 3.650 3.875  0.18
H -2.183 3.025 4.811  0.16
H -4.531 1.522 -2.300  0.19
H -5.400 0.183 -1.532  0.17
H -0.376 1.354 2.993  0.21
H -1.764 0.740 3.903  0.19
H -3.355 -0.771 -0.660  0.19
H -2.354 0.352 -1.596  0.20
H -1.907 2.919 1.753  0.20
H -3.287 2.241 2.635  0.19
H -4.369 1.323 0.489  0.19
H -3.091 2.255 -0.311  0.20
H -1.398 0.688 0.801  0.21
H -2.738 -0.031 1.697  0.19
H 2.138 -1.287 2.197  0.24
H 2.036 -2.788 1.286  0.21
H 4.135 -0.648 0.860  0.24

Record 3
Entry from OMol25: a molecular structure, C22H40AgF12NO10 (ωB97M-V/def2-TZVPD).

HOMO energy: -1.527 eV
F_max: 6.057 eV Å⁻¹
molar mass: 814.4 g mol⁻¹
calculated total energy: -3014.2856 Ha
total charge: -2
frontier orbital gap: 2.026 eV
LUMO energy: 0.50 eV

Last column: Mulliken charge in e.
Element x y z (Å)
Ag -0.466 1.661 -1.394  0.85
C -4.308 -1.758 -1.238  -0.19
O -4.818 -1.319 -2.488  -0.26
O -4.027 -0.546 -0.565  -0.92
C -5.301 -2.893 -0.650  0.79
F -4.793 -3.688 0.271  -0.29
F -6.418 -2.415 -0.076  -0.30
F -5.782 -3.730 -1.619  -0.29
C -3.947 -1.652 -3.549  -0.04
C -4.769 -1.124 -4.775  -1.30
H -5.727 -1.639 -4.703  0.31
H -4.911 -0.052 -4.639  0.30
H -4.237 -1.265 -5.716  0.38
H -3.815 -2.711 -3.772  0.28
H -3.013 -1.092 -3.590  0.26
H -3.419 -2.350 -1.457  0.30
C 3.763 -3.802 -1.781  -0.09
O 4.955 -3.550 -2.387  -0.16
O 3.228 -2.517 -1.690  -0.88
C 2.933 -5.019 -2.340  0.77
F 1.737 -5.255 -1.725  -0.29
F 2.641 -4.846 -3.667  -0.27
F 3.596 -6.197 -2.235  -0.27
C 6.019 -4.528 -2.653  -0.29
C 7.160 -3.795 -3.236  -1.15
H 8.029 -4.452 -3.210  0.40
H 6.937 -3.535 -4.271  0.26
H 7.385 -2.960 -2.573  0.28
H 5.611 -5.317 -3.284  0.29
H 6.377 -5.062 -1.773  0.28
H 4.073 -4.150 -0.796  0.12
C 2.130 1.547 -7.219  0.05
O 3.104 0.581 -7.295  -0.26
O 2.300 2.196 -5.973  -0.88
C 2.152 2.427 -8.549  0.72
F 1.481 1.937 -9.580  -0.28
F 1.681 3.684 -8.401  -0.28
F 3.438 2.457 -9.065  -0.30
C 2.860 -0.398 -8.314  -0.13
C 3.912 -1.526 -8.170  -1.24
H 3.918 -1.964 -7.172  0.27
H 3.672 -2.315 -8.882  0.38
H 4.909 -1.101 -8.284  0.32
H 2.838 -0.024 -9.337  0.29
H 1.940 -0.978 -8.243  0.25
H 1.147 1.080 -7.155  0.18
C 2.012 6.901 1.834  -0.04
O 1.898 7.886 0.743  -0.28
O 2.166 5.733 1.132  -0.90
C 3.074 7.308 2.932  0.83
F 3.664 6.226 3.574  -0.31
F 4.128 8.112 2.730  -0.29
F 2.360 7.891 3.861  -0.27
C 1.472 9.188 1.149  -0.16
C 1.181 10.187 0.009  -1.24
H 0.822 11.164 0.334  0.37
H 2.048 10.384 -0.621  0.30
H 0.427 9.810 -0.681  0.31
H 2.165 9.754 1.772  0.22
H 0.623 9.135 1.831  0.31
H 1.021 6.805 2.279  0.16
C -5.197 -3.912 7.245  -0.82
O -4.115 -3.077 7.767  -0.38
C -4.672 -1.813 8.209  -0.46
C -3.602 -0.806 8.771  -0.80
N -2.319 -0.755 8.010  -0.13
H -1.601 -0.335 8.582  0.40
H -2.028 -1.722 7.978  0.40
C -2.335 -0.104 6.617  -0.64
C -1.129 -0.365 5.768  -0.59
O -0.584 -1.670 5.908  -0.37
C -1.432 -2.713 5.417  -0.34
H -5.681 -3.464 6.377  0.34
H -5.823 -4.216 8.084  0.35
H -4.813 -4.902 6.998  0.28
H -5.421 -2.036 8.969  0.47
H -5.075 -1.386 7.290  0.37
H -3.383 -1.051 9.810  0.45
H -4.026 0.197 8.749  0.34
H -2.360 0.970 6.800  0.41
H -3.259 -0.446 6.151  0.36
H -0.327 0.256 6.169  0.33
H -1.189 -0.059 4.724  0.43
H -1.659 -2.759 4.351  0.36
H -2.323 -2.719 6.044  0.00
H -0.885 -3.646 5.555  0.22

Record 4
Entry from OMol25: a molecular structure, C22H40IrN5O5SSi4Te (ωB97M-V/def2-TZVPD).

HOMO energy (spin up / spin down): -6.629 / -6.535 eV
relative energy (zero: lowest compared OMol25 entry of this formula, charge and spin): 1.586 eV
F_max: 2.068 eV Å⁻¹
molar mass: 918.8 g mol⁻¹
calculated total energy: -3440.9931 Ha
frontier orbital gap (spin up / spin down): 5.702 / 5.590 eV
LUMO energy (spin up / spin down): -0.93 / -0.95 eV

Last column: Mulliken charge in e.
Element x y z (Å)
Ir -1.461 2.057 1.842  1.13
N 0.199 2.435 3.109  -0.52
C 1.328 1.523 3.425  -0.94
C 1.574 0.606 2.247  0.48
O 1.010 -0.569 2.391  -0.66
O 2.210 0.969 1.283  -0.51
H 0.586 3.267 2.644  0.32
H -0.184 2.762 3.992  0.35
H 1.080 0.933 4.305  0.36
H 2.223 2.118 3.609  0.41
N 2.212 3.391 -4.981  -0.53
C 1.753 3.756 -3.728  1.11
C 0.965 4.896 -3.565  -0.81
C 0.467 5.229 -2.320  -0.34
C 0.762 4.428 -1.226  -0.54
C 1.541 3.283 -1.370  -0.09
C 2.032 2.953 -2.615  -0.74
S 0.072 4.821 0.332  1.31
O -0.493 6.132 0.270  -0.71
O 1.043 4.525 1.364  -0.92
N -1.087 3.699 0.571  -0.48
C -2.296 3.679 -0.023  0.58
N -2.779 4.488 -0.951  -0.46
C -4.026 4.232 -1.337  -0.20
C -4.798 3.195 -0.833  -0.81
C -4.202 2.368 0.104  -0.04
N -2.960 2.602 0.491  -0.36
H 2.257 4.118 -5.675  0.22
H 2.993 2.756 -5.006  0.23
H 0.740 5.519 -4.423  0.30
H -0.152 6.105 -2.183  0.49
H 1.761 2.656 -0.513  0.51
H 2.634 2.062 -2.739  0.20
H -4.427 4.893 -2.097  0.43
H -5.810 3.027 -1.167  0.38
H -4.695 1.505 0.533  0.49
O -2.618 -0.028 3.645  -0.56
C -2.175 0.768 2.952  0.51
C -3.031 -2.552 -1.430  -1.11
Si -1.153 -2.667 -1.404  0.38
C -0.496 -2.010 -3.043  -1.03
C -0.738 -4.501 -1.310  -0.99
Si 0.464 -1.568 1.015  0.57
Te -1.008 0.077 -0.113  -0.62
Si 2.519 -1.993 -0.088  0.60
C 2.648 -3.702 -0.871  -1.18
C 3.871 -1.931 1.220  -1.20
C 2.826 -0.705 -1.413  -0.64
Si -0.460 -3.237 2.407  0.65
C -0.256 -2.681 4.191  -1.08
C 0.507 -4.837 2.194  -1.18
C -2.287 -3.554 2.108  -1.12
H -3.394 -3.031 -2.347  0.37
H -3.363 -1.516 -1.423  0.30
H -3.490 -3.065 -0.583  0.31
H -0.997 -2.534 -3.866  0.44
H 0.577 -2.171 -3.155  0.21
H -0.693 -0.944 -3.142  0.31
H -1.186 -4.961 -2.198  0.45
H -1.168 -4.985 -0.434  0.24
H 0.329 -4.707 -1.327  0.25
H 2.304 -4.488 -0.197  0.30
H 3.700 -3.900 -1.098  0.46
H 2.091 -3.780 -1.805  0.29
H 3.777 -2.767 1.917  0.29
H 3.847 -1.001 1.786  0.28
H 4.851 -2.010 0.740  0.43
H 2.133 -0.816 -2.248  0.20
H 3.847 -0.797 -1.795  0.54
H 2.694 0.287 -0.987  -0.27
H 0.729 -2.249 4.368  0.23
H -0.381 -3.541 4.856  0.43
H -1.007 -1.935 4.456  0.23
H 1.566 -4.688 2.419  0.33
H 0.431 -5.234 1.182  0.27
H 0.124 -5.596 2.883  0.43
H -2.840 -2.619 2.001  0.27
H -2.702 -4.098 2.961  0.43
H -2.462 -4.157 1.217  0.30

Record 5
Entry from OMol25: a molecular structure, C22H40N3O3P3Pt (ωB97M-V/def2-TZVPD).

2S+1: 5
HOMO energy (spin up / spin down): -18.413 / -18.412 eV
relative energy (zero: lowest compared OMol25 entry of this formula, charge and spin): 0.900 eV
F_max: 12.360 eV Å⁻¹
molar mass: 682.6 g mol⁻¹
calculated total energy: -2393.9758 Ha
total charge: +4
frontier orbital gap (spin up / spin down): 6.842 / 4.069 eV
LUMO energy (spin up / spin down): -11.57 / -14.34 eV

Last column: Mulliken charge in e.
Element x y z (Å)
P 3.634 0.223 0.002  0.60
C 3.980 0.117 1.785  -1.02
H 5.050 0.295 2.071  0.47
H 3.724 -0.891 2.196  0.32
H 3.363 0.874 2.333  0.37
C 3.516 -1.363 -0.789  -0.65
H 3.299 -1.136 -1.843  0.24
H 2.669 -1.873 -0.295  0.03
H 4.440 -1.962 -0.695  0.51
C 4.726 1.309 -0.923  -1.10
H 5.740 0.907 -1.078  0.43
H 4.809 2.292 -0.431  0.42
H 4.225 1.416 -1.898  0.38
P -0.997 3.290 -0.875  1.03
C -1.012 3.766 0.918  -1.12
H -1.334 4.793 1.184  0.53
H 0.000 3.669 1.342  0.28
H -1.691 3.116 1.494  0.29
C -0.017 4.612 -1.659  -1.20
H -0.040 4.527 -2.749  0.32
H 1.026 4.509 -1.344  0.33
H -0.279 5.653 -1.441  0.47
C -2.693 3.684 -1.413  -1.19
H -2.988 4.741 -1.425  0.47
H -3.430 3.193 -0.770  0.34
H -2.841 3.309 -2.432  0.28
P -3.107 -1.888 0.060  0.78
C -3.533 -1.947 1.815  -0.89
H -4.144 -2.844 2.094  0.43
H -4.131 -1.047 2.104  0.40
H -2.600 -1.963 2.435  0.22
C -4.489 -1.687 -1.058  -1.14
H -5.148 -2.568 -1.090  0.44
H -4.044 -1.515 -2.048  0.35
H -5.074 -0.810 -0.743  0.43
C -2.078 -3.234 -0.481  -0.87
H -2.669 -4.056 -0.915  0.51
H -1.455 -3.639 0.326  0.22
H -1.429 -2.760 -1.230  0.18
Pt -0.281 1.252 -2.455  1.38
C 1.845 1.001 -0.439  -0.05
O 1.283 1.647 0.414  -0.10
C -2.064 -0.252 -0.289  0.07
O -1.916 0.663 0.423  -0.13
C -1.500 0.446 -3.935  -0.75
C -0.902 -0.683 -3.234  -0.33
C 0.511 -0.743 -3.062  -0.35
C 1.295 0.386 -3.515  -0.27
C 0.705 1.554 -4.153  -0.82
C -0.736 1.615 -4.330  -0.76
H -2.595 0.512 -3.965  0.44
H -1.440 -1.493 -2.728  0.60
H 0.929 -1.560 -2.460  0.36
H 2.322 0.368 -3.208  0.62
H 1.294 2.474 -4.223  0.51
H -1.227 2.592 -4.459  0.66
C 1.286 -4.453 2.961  -1.15
N 0.854 -3.067 3.119  0.16
C 0.543 -2.609 4.358  -0.42
C 0.175 -1.297 4.522  -1.07
C 0.160 -0.482 3.353  0.74
N 0.419 -0.934 2.137  0.36
C 0.763 -2.240 1.983  0.10
O 0.995 -2.715 0.843  -0.87
N -0.173 0.832 3.431  -0.29
H 0.539 -5.142 3.374  0.40
H 2.234 -4.627 3.486  0.39
H 1.422 -4.649 1.897  0.32
H 0.610 -3.329 5.172  0.53
H -0.085 -0.875 5.482  0.52
H -0.232 1.291 4.345  0.27
H -0.016 1.404 2.621  0.05

Record 6
Entry from OMol25: 7 unconnected molecules or ions with the total composition C22H41Br6NO3 (ωB97M-V/def2-TZVPD).

HOMO energy: -8.359 eV
F_max: 3.683 eV Å⁻¹
molar mass: 847.0 g mol⁻¹
calculated total energy: -16587.3132 Ha
SMILES string: c1cc[nH]c1.C1CCOC1.C1CCOC1.C1CCOC1.BrCCBr.BrCCBr.BrCCBr
frontier orbital gap: 8.614 eV
LUMO energy: 0.25 eV

Last column: Mulliken charge in e.
Element x y z (Å)
C -3.828 -2.908 2.534  -0.34
C -4.432 -3.219 3.860  -0.42
C -3.672 -2.369 4.826  -0.54
O -2.522 -1.931 4.090  -0.43
C -2.869 -1.725 2.758  0.53
H -4.536 -2.579 1.772  0.35
H -3.304 -3.731 2.049  -0.03
H -4.196 -4.225 4.208  0.23
H -5.511 -3.078 3.929  0.26
H -3.350 -2.894 5.726  0.30
H -4.242 -1.526 5.216  0.28
H -2.032 -1.884 2.078  -0.59
H -3.348 -0.764 2.573  0.38
C 1.724 2.351 -2.715  -0.46
C 0.882 3.607 -2.670  0.37
C 0.789 3.949 -4.096  -0.39
O 2.112 3.711 -4.484  -0.48
C 2.785 2.712 -3.742  -0.35
H 1.116 1.503 -3.030  -0.06
H 2.254 1.961 -1.847  0.45
H 1.438 4.329 -2.072  -0.15
H -0.049 3.517 -2.110  -0.04
H 0.561 4.995 -4.300  0.29
H 0.230 3.204 -4.663  0.26
H 3.703 3.018 -3.241  0.29
H 2.972 1.883 -4.424  0.23
C 1.417 -4.344 2.457  -0.44
C 0.140 -3.795 1.918  0.84
C -0.617 -4.833 1.160  -0.22
O 0.261 -5.936 1.314  -0.52
C 1.137 -5.799 2.409  -0.60
H 1.742 -3.887 3.392  0.43
H 2.241 -4.072 1.797  0.00
H 0.197 -2.853 1.373  -0.53
H -0.414 -3.459 2.795  0.00
H -0.798 -4.532 0.128  0.26
H -1.541 -4.969 1.723  0.18
H 1.935 -6.492 2.141  0.38
H 0.746 -6.127 3.372  0.26
Br -4.459 0.885 -0.210  -0.14
C -4.517 2.167 -1.738  -0.52
C -3.135 2.754 -1.869  -0.54
Br -3.241 3.991 -3.421  -0.17
H -5.298 2.893 -1.512  0.40
H -4.845 1.564 -2.584  0.40
H -2.446 1.971 -2.186  0.19
H -2.757 3.331 -1.025  0.46
Br 0.882 1.717 1.151  -0.13
C 0.159 0.017 0.513  -0.27
C -0.971 0.210 -0.503  0.03
Br -1.555 -1.587 -1.163  -0.13
H -0.217 -0.519 1.384  0.26
H 1.049 -0.482 0.129  0.03
H -0.668 0.793 -1.373  -0.13
H -1.758 0.707 0.065  0.28
Br 2.235 -1.013 -2.887  -0.05
C 1.844 -2.837 -2.165  -0.32
C 2.773 -3.279 -1.044  -0.64
Br 4.695 -3.119 -1.707  -0.16
H 1.956 -3.551 -2.981  0.50
H 0.781 -2.828 -1.926  0.02
H 2.571 -4.336 -0.871  0.42
H 2.827 -2.654 -0.153  0.26
N 3.714 6.685 -0.476  0.01
C 4.557 5.583 -0.510  -0.71
C 3.887 4.540 0.051  -0.09
C 2.658 5.020 0.584  -0.27
C 2.587 6.353 0.218  -0.74
H 3.977 7.611 -0.782  0.20
H 5.496 5.592 -1.042  0.36
H 4.263 3.532 0.146  0.45
H 1.996 4.408 1.179  0.37
H 1.837 7.074 0.506  0.38